ORCA calculation (ωB97M-V with the def2-TZVPD basis set) on 8 unconnected molecules or ions with the total composition C36H76Cl2N10O4 in a non-equilibrium geometry.

* ΔE to the lowest compared entry with this formula, charge and spin: 1470.2 kJ/mol
* total charge: +4
* E: -3184.3272 a.u.
* HOMO-LUMO gap: 1.54 eV

```
128
Properties=species:S:1:pos:R:3:forces:R:3
C 20.644511 8.233126 4.423691 0.3 -0.3 -1.8
C 20.517854 6.709242 4.476405 -0.6 0.2 -2.0
N 21.630676 6.062200 5.158031 -0.3 -0.2 0.8
C 21.589102 5.497003 6.472443 -0.1 0.6 -2.9
C 22.807118 5.004218 6.694616 0.4 0.3 -0.5
N 23.592118 5.326095 5.586537 1.0 -1.5 0.6
C 22.849597 5.906931 4.665219 0.9 0.6 0.0
C 25.000932 4.823832 5.433648 -0.7 0.6 1.5
H 20.718946 8.538184 5.420471 0.1 1.0 1.5
H 19.805765 8.761128 3.905423 0.5 -0.8 0.5
H 21.565712 8.524722 3.873232 -0.5 -0.2 0.4
H 20.417988 6.302685 3.442368 0.4 0.1 0.7
H 19.612223 6.394386 4.957235 -0.4 -0.1 0.5
H 20.641090 5.316411 6.893078 -0.7 0.1 0.8
H 23.098472 4.390892 7.516830 0.6 -0.1 0.2
H 23.331449 6.265138 3.735066 -1.0 -0.2 0.5
H 24.963247 3.815447 5.834663 0.3 -0.2 -0.3
H 25.625800 5.425416 6.121692 -0.1 -0.3 -0.7
H 25.348468 4.846223 4.409370 -0.1 0.1 -0.1
C 16.792711 11.353595 14.826989 0.1 0.0 -0.5
C 16.409151 11.198978 16.288344 0.7 1.9 -0.8
N 17.480478 10.626630 17.076842 2.0 -0.4 2.7
C 18.819513 10.848891 16.930652 1.9 -3.2 3.4
C 19.457298 10.195639 18.147847 -0.6 3.2 -6.3
N 18.522240 9.750377 18.904240 -4.3 1.1 -1.6
C 17.330030 10.054742 18.289029 -0.3 -0.4 -0.1
C 18.584552 9.429616 20.264172 -1.2 -2.4 2.5
H 17.390318 10.532605 14.443829 0.9 0.1 0.3
H 17.174277 12.356795 14.547644 0.0 -0.8 0.4
H 15.927103 11.116834 14.239981 -1.0 0.5 -0.3
H 15.594272 10.542696 16.312093 -1.3 -0.9 0.6
H 16.210757 12.250391 16.676327 0.2 -1.3 0.0
H 19.271261 10.965307 15.979051 0.3 0.8 -0.4
H 20.424841 10.013760 18.426201 2.4 0.1 0.2
H 16.372921 9.887779 18.707854 -0.5 -0.2 0.5
H 18.078260 10.202735 20.796345 -0.2 0.5 0.6
H 19.544097 9.267910 20.741839 0.5 0.3 -0.8
H 18.026095 8.471796 20.449235 0.4 0.9 -0.2
C 14.479123 14.282256 11.547430 -1.8 0.0 -1.0
C 13.861915 14.270899 12.917376 -1.1 -2.1 0.8
N 14.201094 15.367049 13.787165 1.5 1.0 0.5
C 14.354933 16.672276 13.406930 0.5 1.4 0.4
C 14.975748 17.311685 14.484145 -1.3 0.1 -1.9
N 15.142863 16.454216 15.494995 -1.5 -4.4 -3.5
C 14.771130 15.220790 14.984635 -0.5 0.7 1.6
C 15.746177 16.690072 16.731562 0.9 0.3 1.1
H 15.514142 14.508272 11.459343 0.9 0.0 0.3
H 13.929266 14.952614 10.864641 0.3 0.0 0.4
H 14.245000 13.295110 11.137235 0.4 0.0 -0.1
H 14.173542 13.356789 13.481921 0.0 0.7 -0.5
H 12.747852 14.130948 12.844195 1.0 0.6 0.0
H 14.052488 17.026748 12.407774 0.3 -0.2 0.9
H 15.294124 18.301685 14.638406 0.1 1.1 -0.3
H 14.785789 14.266887 15.507659 0.3 0.5 0.1
H 15.532544 17.697950 16.953481 0.3 1.5 0.3
H 16.810570 16.477196 16.644710 -0.1 -0.2 0.6
H 15.221432 16.177970 17.509312 0.2 -0.9 0.4
C 27.535368 18.333848 15.971004 -0.7 0.4 -0.6
C 27.169261 19.180891 14.661841 -0.9 -1.5 0.8
N 25.803887 18.870961 14.068043 0.7 -0.3 0.1
C 24.687161 19.339275 14.774920 -1.9 -2.3 -4.5
C 23.585729 18.947272 14.018154 1.1 1.6 1.7
N 23.950043 18.161764 12.905422 0.1 -1.6 0.2
C 25.339400 17.994098 12.894764 1.2 2.9 3.3
C 23.288672 16.815620 13.025161 -1.6 1.4 -1.9
H 27.359039 17.263813 16.113876 0.1 0.0 -1.1
H 27.017664 18.724141 16.813758 -1.3 0.7 0.5
H 28.506233 18.554426 16.345250 1.4 0.0 -0.5
H 27.948442 19.163954 13.897150 -0.3 -0.3 0.0
H 27.108972 20.203008 15.056297 0.0 -0.1 -0.5
H 24.802689 19.869400 15.667303 -0.1 0.8 1.0
H 22.533425 19.149205 14.049612 -0.1 0.3 0.6
H 25.526255 16.975068 13.207663 1.4 -0.4 -1.5
H 23.378171 16.412066 14.026073 -0.2 -0.1 0.2
H 23.688492 16.147557 12.272392 0.5 -0.2 0.0
H 22.220867 16.966519 12.658426 1.1 -0.3 1.1
C 7.199316 7.538125 20.882302 -2.5 -6.0 -0.8
O 6.536535 7.565339 19.517254 -0.7 0.1 1.7
C 5.143161 7.752364 19.751495 0.7 5.4 2.4
C 4.827610 9.489710 19.525401 2.3 -4.1 -1.7
N 5.734097 9.795994 18.357700 0.5 2.5 1.4
H 6.134448 10.746011 18.449281 -0.9 0.0 0.1
H 6.594279 9.314766 18.538850 0.6 -1.7 -0.1
C 5.249545 9.668646 16.968814 -0.6 -4.2 -1.0
C 6.048865 8.478636 16.174852 -2.5 -0.8 3.8
O 6.941566 8.807372 15.337627 1.0 1.6 -1.7
C 8.087219 8.086546 15.053020 3.8 -0.1 0.7
H 7.881731 8.291614 21.037049 0.1 3.1 0.9
H 8.046073 6.731639 20.911571 -2.1 0.4 -0.5
H 6.151955 7.100683 21.449134 4.3 1.8 0.0
H 4.827895 7.861066 20.855825 0.6 -1.3 -1.6
H 4.478361 7.152904 19.222499 -0.8 -1.0 -1.3
H 5.253127 10.028172 20.344774 -0.5 0.3 0.7
H 3.828121 9.574339 19.209126 -1.2 0.8 0.2
H 5.448888 10.592952 16.554894 0.4 1.6 -1.5
H 4.115119 9.558425 17.041015 1.6 -0.3 -0.4
H 6.233996 7.436666 16.558142 -1.1 1.1 0.3
H 6.495275 2.698051 8.861080 0.0 0.1 0.1
H 8.385880 7.042179 15.062953 -2.4 -1.3 1.1
H 8.993943 8.383507 15.722663 -1.5 0.7 -1.3
H 8.225664 8.192906 14.016902 0.8 1.2 -1.3
C 22.485917 18.629697 7.126072 -0.5 0.0 1.4
O 23.797848 19.106749 7.316216 0.7 1.7 -1.3
C 24.197869 20.264750 6.534268 -0.1 -0.4 1.8
C 25.700001 20.175375 6.512366 0.9 0.1 -1.3
N 26.122258 19.174675 5.376408 -0.2 1.3 0.3
H 25.535653 18.340235 5.564596 0.3 -0.1 -0.2
H 25.867901 19.500187 4.429361 0.2 0.3 0.7
C 27.569594 18.700390 5.434896 -0.6 0.3 0.3
C 27.457234 17.483136 6.343227 0.7 0.0 -1.0
O 26.187864 16.957213 6.137561 -0.4 -1.0 -0.1
C 26.100534 15.602809 6.504484 -0.7 -0.3 -0.6
H 21.748498 19.097455 7.807794 0.5 0.2 -0.1
H 22.632036 17.618304 7.533165 -0.9 -0.1 -1.0
H 22.063197 18.808147 6.126746 0.5 -0.7 0.0
H 23.771953 21.235170 6.932222 0.7 -1.0 -0.3
H 23.945849 20.156519 5.508190 -1.2 0.0 -1.1
H 26.079628 19.773639 7.453857 0.1 0.2 -0.2
H 26.187788 21.093699 6.182833 -0.1 0.1 0.6
H 28.279777 19.506667 5.722274 -0.8 -0.5 0.3
H 27.889578 18.396487 4.456738 -0.2 -0.2 -0.7
H 27.529978 17.729255 7.347512 0.4 0.7 2.1
H 28.208474 16.736246 6.130777 0.4 -0.1 -0.3
H 26.650896 15.337500 7.383729 0.1 0.2 0.8
H 26.438264 14.971511 5.716179 0.8 -0.4 -0.9
H 25.059748 15.362686 6.541098 -0.7 0.0 0.7
Cl 17.705109 13.890454 17.177825 -0.2 0.2 -0.2
Cl 26.263770 18.710727 11.292119 -0.6 -1.0 0.8
```
Positions in Å, forces in eV/Å.